{"formula": "C39H41NO4PS2Ti", "method": "wB97M-V/def2-TZVPD", "charge": 1, "e_tot_ev": -104865.699, "e_above_lowest_ev": 0.000, "homo_energy_ha": -0.4122, "lumo_energy_ev": -3.72, "spin_multiplicity": 1, "species": ["Ti", "O", "C", "C", "C", "C", "C", "C", "C", "C", "C", "O", "C", "C", "C", "C", "C", "C", "C", "C", "C", "C", "C", "C", "N", "C", "C", "C", "C", "C", "C", "C", "C", "C", "C", "C", "C", "H", "H", "H", "H", "H", "H", "H", "H", "H", "H", "H", "H", "H", "H", "H", "H", "H", "H", "H", "H", "H", "H", "H", "H", "H", "H", "H", "C", "C", "C", "O", "P", "S", "S", "O", "C", "C", "C", "H", "H", "H", "H", "H", "H", "H", "H", "H", "H", "H", "H", "H", "H"], "xyz": [[-0.20679, -0.25786, -0.05357], [1.49862, 0.09011, 0.33750], [2.59443, 0.90248, -0.03488], [2.07661, 1.73626, -1.22750], [0.90228, 2.57643, -0.81724], [1.05662, 3.95149, -0.76023], [-0.00913, 4.74136, -0.37308], [-1.20451, 4.12103, -0.06699], [-1.31467, 2.73808, -0.13401], [-2.65637, 2.12324, 0.17979], [-2.60447, 1.01421, 1.24945], [-1.83161, 0.01084, 0.63626], [-1.91777, 1.43439, 2.54672], [-1.97994, 2.73854, 3.02441], [-1.35929, 3.08292, 4.21711], [-0.67305, 2.12522, 4.94741], [-0.61721, 0.81917, 4.48411], [-1.23910, 0.47399, 3.29369], [-4.00170, 0.47166, 1.52188], [-4.98796, 1.32426, 2.00975], [-6.25948, 0.84614, 2.27850], [-6.55565, -0.49358, 2.06853], [-5.57379, -1.34643, 1.59178], [-4.29865, -0.86867, 1.31800], [-0.26276, 1.96968, -0.49445], [3.71816, -0.04629, -0.43478], [4.09174, -1.01666, 0.49274], [5.08707, -1.92925, 0.19077], [5.73093, -1.87660, -1.03974], [5.36962, -0.90884, -1.96172], [4.36263, 0.00210, -1.66278], [2.99798, 1.82209, 1.10909], [4.23069, 2.46735, 1.05257], [4.58905, 3.38215, 2.02894], [3.72017, 3.65763, 3.07626], [2.49636, 3.01199, 3.13992], [2.13136, 2.09892, 2.15846], [1.79769, 1.04863, -2.03067], [2.86394, 2.39074, -1.59718], [2.01375, 4.38470, -1.01225], [0.08846, 5.81688, -0.31492], [-2.06735, 4.70169, 0.22600], [-3.07360, 1.65588, -0.71607], [-3.34116, 2.91855, 0.46571], [-2.51484, 3.50016, 2.47226], [-1.41440, 4.10222, 4.57590], [-0.19240, 2.39329, 5.87895], [-0.09595, 0.06180, 5.05464], [-1.21936, -0.55689, 2.95777], [-4.76384, 2.36688, 2.20120], [-7.01769, 1.51814, 2.65761], [-7.54699, -0.87003, 2.28161], [-5.79630, -2.39356, 1.43316], [-3.53751, -1.54043, 0.94327], [3.59463, -1.05049, 1.45449], [5.36926, -2.67838, 0.91874], [6.51560, -2.58436, -1.27217], [5.87133, -0.85468, -2.91905], [4.10062, 0.74875, -2.40095], [4.91985, 2.24077, 0.24737], [5.55188, 3.87289, 1.97827], [4.00239, 4.36664, 3.84309], [1.81435, 3.21150, 3.95584], [1.17249, 1.59992, 2.22975], [1.42496, -3.18044, -4.35083], [1.36952, -3.90483, -3.02211], [2.39410, -3.41319, -2.02283], [-0.01302, -3.84986, -2.50496], [-0.71878, -2.77993, -1.60672], [-0.06797, -2.70425, 0.27937], [-0.47916, -0.88128, -2.33707], [-2.21741, -3.21269, -1.58598], [-3.06458, -3.68008, -2.69930], [-2.80253, -5.14851, -2.95311], [-2.91171, -2.81282, -3.92987], [2.37992, -3.39130, -4.83233], [1.34091, -2.10256, -4.21527], [0.63073, -3.52364, -5.01332], [1.49591, -4.97559, -3.17855], [2.28597, -2.34692, -1.81762], [3.38643, -3.56807, -2.44675], [2.33503, -3.96423, -1.08610], [-4.06176, -3.54961, -2.28026], [-1.86497, -5.30054, -3.48527], [-3.61304, -5.55520, -3.55803], [-2.77238, -5.69723, -2.01279], [-1.91135, -2.90213, -4.35633], [-3.11433, -1.76615, -3.70776], [-3.62571, -3.14973, -4.68132]], "forces_ev_per_angstrom": [[0.01, -0.02, -0.15], [-0.79, -0.08, 0.37], [0.07, 0.01, -0.27], [-0.02, -0.06, 0.11], [0.09, 0.11, -0.08], [-0.06, -0.01, 0.00], [-0.01, -0.11, -0.01], [0.04, -0.03, -0.03], [-0.14, 0.13, 0.00], [0.07, -0.07, 0.08], [-0.02, 0.22, -0.16], [0.82, -0.26, 0.13], [-0.02, -0.02, 0.00], [0.01, -0.03, -0.03], [-0.01, 0.00, 0.00], [0.00, 0.03, 0.03], [0.01, -0.05, -0.01], [-0.03, 0.02, 0.01], [0.01, 0.05, 0.07], [0.00, -0.01, 0.01], [0.01, 0.01, 0.00], [-0.01, -0.02, 0.00], [-0.01, -0.01, 0.00], [0.02, -0.01, -0.05], [0.03, -0.13, -0.10], [-0.02, 0.00, 0.06], [0.03, -0.02, -0.03], [-0.02, 0.00, 0.04], [0.00, 0.01, -0.03], [0.03, -0.04, -0.02], [-0.03, 0.04, 0.03], [-0.02, 0.01, -0.01], [-0.03, -0.01, -0.02], [0.01, 0.01, 0.00], [0.01, 0.01, 0.01], [-0.03, -0.01, 0.02], [0.02, 0.00, 0.01], [-0.01, 0.00, 0.02], [0.00, 0.01, 0.02], [0.01, 0.00, 0.00], [0.00, 0.01, 0.00], [-0.01, 0.00, 0.00], [0.03, 0.00, 0.00], [-0.01, -0.01, 0.03], [0.00, 0.01, 0.00], [0.00, 0.01, 0.00], [0.00, 0.00, 0.01], [0.00, 0.00, 0.01], [0.00, 0.02, 0.00], [0.00, 0.01, 0.01], [0.00, 0.00, 0.00], [-0.01, 0.00, 0.00], [0.00, 0.00, 0.00], [0.00, 0.01, 0.01], [0.00, -0.01, 0.00], [0.00, -0.01, 0.00], [0.01, 0.00, -0.01], [0.00, 0.00, 0.00], [0.00, 0.00, 0.00], [0.01, 0.00, 0.00], [0.01, 0.00, 0.00], [0.00, 0.00, 0.00], [0.00, 0.01, 0.00], [0.01, 0.01, -0.01], [-0.03, -0.04, 0.03], [0.12, 0.01, -0.08], [-0.05, -0.05, -0.01], [-0.07, 0.16, 0.11], [0.10, 0.19, 0.06], [-0.16, 0.05, -0.08], [-0.06, -0.04, -0.05], [0.12, -0.01, -0.04], [-0.05, -0.04, -0.07], [-0.03, -0.01, 0.02], [-0.01, 0.01, 0.06], [0.02, 0.00, 0.01], [-0.01, 0.00, -0.01], [0.00, 0.01, 0.00], [0.00, 0.01, -0.01], [0.00, 0.02, 0.01], [0.00, -0.01, -0.02], [0.00, 0.02, 0.02], [0.02, 0.00, 0.01], [0.01, 0.00, 0.02], [-0.01, 0.01, -0.02], [-0.01, -0.02, -0.01], [0.02, 0.00, -0.01], [0.00, 0.00, -0.01], [0.00, 0.00, -0.01]]}